Record 1
Here is a molecular structure, C75H168As5ClF30N9 in a non-equilibrium geometry from OMol25. Energies are from ωB97M-V/def2-TZVPD.

CARTESIAN COORDINATES (ANGSTROEM)
C  -18.878  -31.787  23.563
C  -19.799  -30.826  22.836
C  -19.127  -30.277  21.591
N  -19.945  -29.504  20.620
C  -20.475  -28.283  21.308
C  -21.102  -30.416  20.033
C  -20.967  -30.314  18.441
C  -19.915  -29.196  18.250
C  -19.007  -29.255  19.413
H  -19.034  -32.813  23.189
H  -18.955  -31.765  24.626
H  -17.792  -31.561  23.305
H  -20.154  -30.053  23.536
H  -20.723  -31.334  22.662
H  -18.701  -31.077  21.001
H  -18.346  -29.581  21.931
H  -21.074  -27.672  20.573
H  -19.737  -27.595  21.685
H  -21.170  -28.611  22.062
H  -22.060  -30.030  20.480
H  -20.882  -31.460  20.324
H  -21.922  -30.044  18.018
H  -20.654  -31.279  18.073
H  -20.472  -28.249  18.233
H  -19.273  -29.351  17.370
H  -18.441  -28.338  19.605
H  -18.328  -30.101  19.242
C  -20.741  -22.711  29.409
C  -20.721  -22.789  27.870
C  -20.660  -21.430  27.243
N  -20.462  -21.551  25.750
C  -19.253  -22.333  25.342
C  -20.344  -20.223  25.051
C  -21.826  -19.832  24.806
C  -22.289  -21.141  24.205
C  -21.668  -22.194  25.137
H  -20.287  -23.586  29.872
H  -21.721  -22.393  29.767
H  -20.063  -21.917  29.716
H  -21.618  -23.274  27.481
H  -19.868  -23.424  27.562
H  -19.830  -20.783  27.603
H  -21.607  -20.917  27.435
H  -19.214  -22.379  24.249
H  -19.275  -23.304  25.770
H  -18.382  -21.830  25.691
H  -19.815  -20.378  24.127
H  -19.831  -19.463  25.657
H  -21.959  -18.941  24.172
H  -22.421  -19.616  25.701
H  -21.955  -21.315  23.177
H  -23.371  -21.281  24.168
H  -21.349  -23.151  24.698
H  -22.363  -22.426  25.939
C  -23.553  -19.322  10.966
C  -22.774  -18.956  9.712
C  -22.379  -17.504  9.741
N  -21.357  -17.087  8.670
C  -21.999  -17.200  7.305
C  -20.047  -17.764  8.898
C  -18.980  -16.943  8.175
C  -19.608  -15.563  8.075
C  -20.960  -15.630  8.852
H  -24.448  -18.688  11.128
H  -22.891  -19.168  11.844
H  -23.815  -20.361  10.992
H  -23.318  -19.105  8.769
H  -21.881  -19.616  9.846
H  -21.934  -17.190  10.702
H  -23.277  -16.916  9.491
H  -22.876  -16.536  7.309
H  -22.373  -18.225  7.165
H  -21.343  -16.835  6.545
H  -20.058  -18.828  8.570
H  -20.014  -17.790  10.012
H  -18.818  -17.356  7.195
H  -18.007  -17.024  8.685
H  -19.896  -15.366  7.023
H  -18.969  -14.742  8.360
H  -21.749  -15.021  8.432
H  -20.751  -15.416  9.891
C  -30.124  -20.714  21.309
C  -29.644  -22.076  20.873
C  -28.051  -22.109  21.009
N  -27.446  -23.504  20.788
C  -27.828  -24.190  19.450
C  -27.820  -24.468  21.896
C  -26.504  -24.955  22.490
C  -25.557  -23.759  22.203
C  -25.932  -23.344  20.736
H  -30.166  -20.639  22.375
H  -31.157  -20.580  21.061
H  -29.472  -19.947  20.974
H  -29.937  -22.245  19.860
H  -30.118  -22.807  21.551
H  -27.714  -21.795  22.009
H  -27.568  -21.445  20.223
H  -28.910  -24.269  19.503
H  -27.310  -25.202  19.453
H  -27.539  -23.599  18.558
H  -28.422  -25.302  21.483
H  -28.388  -23.941  22.644
H  -26.191  -25.896  22.032
H  -26.516  -25.184  23.560
H  -24.531  -24.053  22.195
H  -25.661  -23.007  22.969
H  -25.536  -24.084  20.103
H  -25.686  -22.373  20.317
C  -20.851  -19.753  15.072
C  -20.678  -21.023  15.927
C  -20.897  -20.605  17.407
N  -20.826  -21.779  18.334
C  -19.413  -22.285  18.431
C  -21.801  -22.891  18.031
C  -22.147  -23.507  19.323
C  -22.448  -22.259  20.213
C  -21.333  -21.329  19.735
H  -21.846  -19.265  15.168
H  -20.712  -20.080  14.046
H  -20.088  -18.993  15.336
H  -19.716  -21.442  15.733
H  -21.497  -21.657  15.648
H  -21.856  -20.167  17.534
H  -20.151  -19.868  17.675
H  -19.393  -23.173  19.063
H  -18.805  -21.530  18.883
H  -19.108  -22.512  17.374
H  -21.302  -23.583  17.388
H  -22.654  -22.382  17.590
H  -21.377  -24.111  19.792
H  -23.055  -24.093  19.217
H  -22.403  -22.345  21.285
H  -23.461  -21.904  19.985
H  -20.410  -21.553  20.344
H  -21.503  -20.238  19.730
C  -15.465  -28.638  17.640
C  -15.031  -27.151  17.612
C  -14.777  -26.808  19.062
N  -14.227  -25.432  19.313
C  -12.846  -25.279  18.784
C  -14.208  -25.266  20.863
C  -13.986  -23.786  21.057
C  -14.684  -23.129  19.820
C  -15.094  -24.273  18.881
H  -16.210  -28.878  18.427
H  -14.698  -29.406  17.756
H  -15.918  -28.836  16.662
H  -15.832  -26.580  17.132
H  -14.164  -27.121  16.979
H  -13.990  -27.394  19.561
H  -15.758  -26.863  19.627
H  -12.899  -25.457  17.717
H  -12.217  -26.077  19.254
H  -12.398  -24.297  18.969
H  -13.444  -25.896  21.339
H  -15.244  -25.532  21.117
H  -12.980  -23.423  21.132
H  -14.506  -23.432  21.935
H  -14.006  -22.435  19.331
H  -15.614  -22.587  20.017
H  -14.917  -24.179  17.807
H  -16.129  -24.602  19.094
C  -25.340  -27.315  11.027
C  -24.054  -26.427  11.214
C  -24.228  -25.529  12.411
N  -22.992  -24.923  13.021
C  -23.367  -23.945  14.189
C  -23.872  -24.746  15.406
C  -22.855  -25.763  15.897
C  -22.471  -26.697  14.747
C  -21.990  -25.952  13.516
C  -22.277  -24.059  11.964
H  -25.491  -27.890  12.004
H  -25.248  -27.916  10.115
H  -26.176  -26.586  10.947
H  -24.023  -25.771  10.320
H  -23.184  -27.100  11.245
H  -24.729  -26.033  13.204
H  -24.913  -24.721  12.148
H  -24.091  -23.275  13.731
H  -22.479  -23.369  14.436
H  -24.834  -25.181  15.205
H  -24.110  -23.999  16.157
H  -23.365  -26.317  16.703
H  -22.011  -25.200  16.342
H  -23.340  -27.336  14.544
H  -21.665  -27.340  15.120
H  -21.806  -26.615  12.667
H  -21.124  -25.347  13.780
H  -21.760  -24.698  11.243
H  -21.506  -23.544  12.621
H  -22.929  -23.286  11.559
C  -11.348  -18.776  13.795
C  -12.887  -18.751  13.654
C  -13.176  -19.854  12.621
N  -14.600  -20.131  12.327
C  -15.233  -20.821  13.500
C  -16.679  -21.196  13.215
C  -17.388  -19.883  12.820
C  -16.761  -19.072  11.697
C  -15.328  -18.780  12.128
C  -14.714  -21.019  11.054
H  -11.117  -19.819  14.085
H  -10.917  -18.001  14.475
H  -10.853  -18.510  12.846
H  -13.205  -17.768  13.361
H  -13.262  -18.867  14.677
H  -12.720  -20.757  13.040
H  -12.708  -19.704  11.659
H  -15.105  -20.095  14.269
H  -14.591  -21.699  13.751
H  -17.159  -21.713  14.064
H  -16.694  -21.871  12.340
H  -17.418  -19.236  13.674
H  -18.442  -20.119  12.543
H  -17.238  -18.127  11.529
H  -16.860  -19.778  10.899
H  -15.325  -18.233  13.097
H  -14.843  -18.149  11.330
H  -14.780  -20.416  10.133
H  -15.529  -21.734  11.103
H  -13.825  -21.625  10.887
C  -20.056  -16.267  18.357
C  -21.194  -16.285  17.353
C  -22.515  -16.392  18.136
N  -23.740  -16.130  17.182
C  -24.997  -16.617  17.981
C  -25.354  -15.654  19.160
C  -25.463  -14.183  18.654
C  -24.150  -13.717  17.880
C  -23.902  -14.698  16.779
C  -23.669  -16.982  15.912
H  -19.938  -17.215  18.796
H  -20.386  -15.514  19.128
H  -19.141  -15.869  17.911
H  -21.057  -17.139  16.686
H  -21.152  -15.366  16.759
H  -22.564  -15.629  18.945
H  -22.643  -17.379  18.620
H  -24.759  -17.590  18.398
H  -25.817  -16.617  17.272
H  -24.584  -15.677  19.929
H  -26.264  -16.043  19.538
H  -25.716  -13.574  19.533
H  -26.248  -14.057  17.890
H  -23.340  -13.593  18.583
H  -24.255  -12.718  17.417
H  -22.964  -14.478  16.217
H  -24.706  -14.666  16.056
H  -24.563  -16.842  15.307
H  -23.654  -18.001  16.321
H  -22.836  -16.736  15.271
Cl  -18.203  -25.741  19.633
As  -23.722  -18.678  21.524
F  -23.088  -17.115  21.392
F  -25.245  -18.042  21.068
F  -24.491  -20.327  21.703
F  -22.119  -19.356  21.957
F  -24.098  -18.390  23.205
F  -23.238  -19.018  19.853
As  -19.848  -16.371  13.315
F  -18.627  -15.506  12.426
F  -20.011  -15.036  14.394
F  -21.172  -17.229  14.113
F  -19.685  -17.719  12.175
F  -18.683  -17.067  14.377
F  -21.020  -15.682  12.173
As  -16.602  -19.381  17.660
F  -15.701  -18.566  18.932
F  -17.009  -17.844  16.917
F  -17.464  -20.325  16.408
F  -16.163  -20.945  18.372
F  -17.981  -19.408  18.695
F  -15.038  -19.478  16.602
As  -24.174  -27.413  19.320
F  -22.540  -27.471  18.616
F  -24.946  -27.925  17.764
F  -25.740  -27.414  20.178
F  -23.396  -26.990  20.862
F  -24.391  -25.697  18.930
F  -24.046  -29.183  19.625
As  -25.481  -20.806  17.472
F  -27.178  -21.348  17.770
F  -25.539  -21.440  15.674
F  -23.779  -20.380  17.156
F  -25.533  -20.068  19.036
F  -24.992  -22.446  17.990
F  -26.063  -19.282  16.885

Computed properties:
Gap between HOMO and LUMO (eV): 8.23
Energy (eV): -492148.1874
Net charge: +3
Energy above the lowest of the compared OMol25 structures with the same formula, charge and spin (kcal per mole): 0.0
LUMO (eV): -4.8219

Atomic partial charges in e from the Mulliken method, atoms 1 to 6: C -1.343; C -0.312; C -1.199; N 0.940; C -0.860; C -0.407

---

Record 2
Here is 2 unconnected molecules or ions with the total composition C27H59IN3O9Si in a non-equilibrium geometry from OMol25. Energies are from ωB97M-V/def2-TZVPD.

CARTESIAN COORDINATES (ANGSTROEM)
C  3.660  -5.941  -0.136
C  2.762  -4.801  -0.595
C  1.394  -5.159  -1.243
I  1.050  -7.263  -1.552
N  0.254  -4.723  -0.439
C  -0.307  -3.532  -0.493
N  -1.319  -3.232  0.343
C  -2.286  -2.183  -0.014
O  -3.274  -2.815  -0.777
C  -2.860  -1.696  1.327
O  -3.414  -2.850  1.959
C  -4.754  -2.683  2.395
C  -1.583  -1.044  -0.789
C  -2.588  -0.007  -1.299
O  -2.882  0.935  -0.297
C  -4.231  1.350  -0.288
O  -4.363  2.401  0.584
C  -4.181  2.042  1.946
C  -3.768  3.273  2.731
O  -3.688  2.957  4.114
O  -0.748  -0.476  0.219
C  -0.008  0.705  -0.115
C  -0.224  1.790  0.925
C  -0.102  1.204  2.344
C  0.779  2.937  0.722
C  0.654  3.621  -0.638
C  1.680  4.764  -0.748
C  -0.772  4.120  -0.929
C  -0.739  -1.623  -1.921
Si  -1.570  -2.416  -3.486
C  -3.357  -1.982  -3.838
C  -1.449  -4.292  -3.488
C  -0.568  -1.826  -4.953
N  0.217  -2.622  -1.388
O  1.406  -1.997  -0.907
H  3.978  -6.574  -0.958
H  3.211  -6.529  0.660
H  4.564  -5.498  0.283
H  2.535  -4.179  0.268
H  3.305  -4.220  -1.336
H  1.321  -4.706  -2.222
H  -0.114  -5.403  0.211
H  -1.830  -4.070  0.611
H  -4.126  -2.439  -0.555
H  -2.070  -1.321  1.965
H  -3.647  -0.962  1.164
H  -4.841  -1.855  3.097
H  -5.043  -3.605  2.889
H  -5.422  -2.533  1.542
H  -2.151  0.512  -2.159
H  -3.502  -0.480  -1.659
H  -4.552  1.698  -1.272
H  -4.882  0.508  0.011
H  -3.394  1.291  2.058
H  -5.112  1.641  2.355
H  -2.790  3.605  2.378
H  -4.505  4.061  2.624
H  -2.993  2.311  4.237
H  1.058  0.454  -0.101
H  -0.228  1.063  -1.120
H  -1.225  2.209  0.836
H  0.600  0.369  2.346
H  0.302  1.955  3.020
H  -1.062  0.862  2.724
H  1.774  2.490  0.791
H  0.675  3.645  1.544
H  0.928  2.889  -1.403
H  1.258  5.674  -0.324
H  1.933  4.940  -1.791
H  2.586  4.503  -0.201
H  -0.769  5.046  -1.493
H  -1.335  3.357  -1.470
H  -1.312  4.259  0.008
H  -0.080  -0.861  -2.336
H  -3.560  -0.913  -3.785
H  -3.525  -2.254  -4.882
H  -4.085  -2.528  -3.246
H  -2.104  -4.616  -4.298
H  -0.447  -4.631  -3.740
H  -1.817  -4.762  -2.577
H  -0.577  -0.741  -5.055
H  0.475  -2.113  -4.798
H  -0.911  -2.296  -5.870
H  1.380  -1.991  0.058
C  7.175  4.621  1.068
O  7.250  3.779  2.204
C  6.282  4.074  3.196
C  5.130  3.097  3.159
O  4.379  3.211  1.957
C  4.686  2.203  1.016
H  7.814  4.191  0.299
H  6.154  4.692  0.685
H  7.540  5.626  1.305
H  5.912  5.097  3.081
H  6.774  4.001  4.171
H  4.453  3.313  3.991
H  5.502  2.075  3.282
H  4.266  1.241  1.339
H  5.763  2.098  0.873
H  4.228  2.483  0.067

Computed properties:
Gap between HOMO and LUMO (eV): 7.68
Energy (eV): -67822.8647
Net charge: +1
LUMO (eV): -3.1411

Atomic partial charges in e from the Mulliken method, atoms 1 to 6: C -1.810; C 0.215; C -0.403; I 0.104; N 0.089; C -0.549

---

Record 3
Here is a molecular structure, C28H43N8OOsSSe in a non-equilibrium geometry from OMol25. Energies are from ωB97M-V/def2-TZVPD.

CARTESIAN COORDINATES (ANGSTROEM)
Os  0.145  0.101  -1.354
C  3.843  1.355  3.589
C  3.223  -0.039  3.615
N  1.889  -0.057  3.037
C  0.749  -0.104  3.923
C  0.151  1.260  4.249
C  1.754  0.010  1.708
S  0.150  0.208  1.085
N  2.875  -0.050  1.014
C  3.033  -0.219  -0.286
O  2.130  -0.414  -1.158
C  4.433  -0.221  -0.745
C  4.680  -0.201  -2.117
C  5.978  -0.150  -2.583
C  7.036  -0.135  -1.687
C  6.796  -0.173  -0.322
C  5.500  -0.219  0.152
H  4.797  1.339  4.109
H  3.183  2.065  4.080
H  4.010  1.682  2.566
H  3.147  -0.386  4.646
H  3.853  -0.734  3.058
H  1.069  -0.589  4.845
H  -0.024  -0.729  3.468
H  0.844  1.869  4.819
H  -0.752  1.122  4.836
H  -0.107  1.787  3.336
H  3.838  -0.208  -2.794
H  6.164  -0.114  -3.644
H  8.050  -0.080  -2.050
H  7.622  -0.161  0.372
H  5.301  -0.250  1.211
C  -0.047  -4.377  -0.008
N  -0.512  -3.452  -1.017
C  0.413  -3.223  -2.104
C  -1.626  -2.704  -0.862
N  -1.651  -1.485  -1.355
C  -2.787  -0.824  -1.779
C  -3.907  -1.479  -2.297
C  -4.996  -0.760  -2.747
C  -4.991  0.627  -2.703
C  -3.885  1.299  -2.225
C  -2.778  0.592  -1.758
N  -1.617  1.248  -1.335
C  -1.646  2.430  -0.731
N  -0.623  3.314  -0.927
C  0.067  3.921  0.194
C  0.191  3.208  -2.118
N  -2.651  2.847  0.078
C  -3.554  1.929  0.729
C  -3.012  4.245  0.199
N  -2.648  -3.256  -0.146
C  -3.600  -2.441  0.568
C  -3.015  -4.641  -0.345
H  0.982  -4.127  0.257
H  -0.067  -5.404  -0.379
H  -0.650  -4.301  0.891
H  0.777  -4.188  -2.459
H  1.275  -2.623  -1.793
H  -0.101  -2.720  -2.921
H  -3.904  -2.555  -2.383
H  -5.850  -1.280  -3.148
H  -5.839  1.186  -3.061
H  -3.854  2.380  -2.235
H  -0.554  3.912  1.084
H  0.338  4.945  -0.059
H  0.986  3.360  0.404
H  -0.413  2.845  -2.949
H  1.062  2.543  -1.990
H  0.569  4.199  -2.366
H  -3.106  0.939  0.773
H  -4.514  1.862  0.209
H  -3.735  2.277  1.748
H  -2.425  4.849  -0.488
H  -2.862  4.609  1.218
H  -4.071  4.358  -0.053
H  -3.151  -1.473  0.779
H  -3.842  -2.931  1.512
H  -4.527  -2.284  0.007
H  -2.402  -5.084  -1.126
H  -4.059  -4.698  -0.660
H  -2.902  -5.224  0.569
Se  0.353  0.048  -3.670

Computed properties:
Spin multiplicity: 5
Gap between HOMO and LUMO (alpha / beta) (eV): 7.72 / 6.58
Energy (eV): -122346.1794
Net charge: +1
LUMO (alpha / beta) (eV): -2.4045 / -3.6360

Atomic partial charges in e from the Mulliken method, atoms 1 to 6: Os 1.896; C -1.114; C -0.601; N 0.149; C -0.910; C -0.766

---

- The highest net charge belongs to which entry?
  C75H168As5ClF30N9